Here is a 6-piece molecular cluster, C24H64N4O10 overall from OMol25. Energies are from wB97M-V/def2-TZVPD.

Bonds (Å) are listed after each position.
CARTESIAN COORDINATES (ANGSTROEM)
1 H -6.9261 7.7342 -15.0959  C11 1.090
2 C -0.2726 6.3630 -5.9271  H8 1.090, H18 1.090, C35 1.584, O77 1.429
3 H -5.2004 6.9661 -16.5234  C46 1.090
4 H -4.6573 9.5943 -1.8475  C83 1.090
5 N -4.1834 15.9059 -7.1593  C47 1.451, C49 1.547, H69 1.010
6 H -4.6565 5.3889 5.0573  O59 0.957
7 H -0.5410 8.6673 -5.8545  C35 1.090
8 H -0.0868 5.6581 -5.1167  C2 1.090
9 H -1.9514 7.6096 -4.2764  N101 1.010
10 C -2.3267 14.2964 -8.1329  H16 1.090, O20 1.437, C49 1.564, H57 1.090
11 C -6.8322 6.6483 -15.1084  H1 1.090, O17 1.449, H41 1.090, C46 1.473
12 C -2.2291 8.9083 -2.3386  H27 1.090, O37 1.446, C38 1.498, H44 1.090
13 H -10.0413 5.6485 -15.2102  C95 1.090
14 C -6.4272 1.7649 -1.3634  H42 1.090, O84 1.458, H91 1.090, H99 1.090
15 H -3.9591 16.5216 -4.6034  C34 1.090
16 H -2.2419 15.1416 -8.8159  C10 1.090
17 O -7.9485 5.8531 -14.6372  C11 1.449, C95 1.421
18 H 0.3935 6.3661 -6.7899  C2 1.090
19 C -1.7955 6.5335 -7.7056  H33 1.090, H45 1.090, H58 1.090, O77 1.436
20 O -1.2602 14.2797 -7.1694  C10 1.437, C50 1.425
21 H -3.1635 1.0237 -1.2490  C86 1.090
22 H -9.0344 6.4856 -16.4175  C95 1.090
23 H -4.0272 2.3144 -2.0781  C86 1.090
24 H -6.1541 15.4365 -6.5523  C47 1.090
25 H 0.7727 8.1047 -4.9320  C35 1.090
26 H -1.1900 9.3719 5.3108  O43 0.957
27 H -2.0516 8.2783 -1.4669  C12 1.090
28 H -4.8431 3.0349 0.2288  C79 1.090
29 H -1.4352 0.4032 4.1301  C60 1.090
30 H -4.7424 17.7463 -2.5477  C97 1.090
31 H 0.1025 1.1337 4.5834  C60 1.090
32 H -4.3022 1.5684 1.0124  C79 1.090
33 H -1.5688 5.7330 -8.4097  C19 1.090
34 C -4.8963 16.0037 -4.8076  H15 1.090, C47 1.539, O67 1.494, H98 1.090
35 C -0.2183 7.8042 -5.2722  C2 1.584, H7 1.090, H25 1.090, N101 1.440
36 H -5.8421 17.0484 -6.3529  C47 1.090
37 O -3.4264 8.4562 -3.0124  C12 1.446, C83 1.394
38 C -1.0658 9.0854 -3.2651  C12 1.498, H61 1.090, H70 1.090, N101 1.476
39 H -9.0831 4.8754 -16.1318  C95 1.090
40 H -5.7867 1.8683 -15.9565  C62 1.090
41 H -6.1680 6.6599 -14.2443  C11 1.090
42 H -6.6446 1.8277 -0.2972  C14 1.090
43 O -0.6619 10.1630 5.2032  H26 0.957, H92 0.957
44 H -2.2649 9.9029 -1.8942  C12 1.090
45 H -1.3258 7.5011 -7.8824  C19 1.090
46 C -5.9789 6.2567 -16.2429  H3 1.090, C11 1.473, H48 1.090, N68 1.460
47 C -5.3253 16.0913 -6.2830  N5 1.451, H24 1.090, C34 1.539, H36 1.090
48 H -6.7815 6.1696 -16.9752  C46 1.090
49 C -3.6271 14.4675 -7.2812  N5 1.547, C10 1.564, H64 1.090, H96 1.090
50 C 0.0012 14.0389 -7.7857  O20 1.425, H53 1.090, H82 1.090, H87 1.090
51 H -2.6564 3.1140 -16.9233  C74 1.090
52 C -1.5298 2.3565 0.6245  H65 1.090, N71 1.547, C81 1.514, H88 1.090
53 H 0.7433 13.9873 -6.9890  C50 1.090
54 O -4.3895 1.9824 -17.4233  C62 1.419, C74 1.448
55 H -6.4407 2.3343 -17.5834  C62 1.090
56 H -6.0643 0.6854 -17.1271  C62 1.090
57 H -2.3721 13.4018 -8.7541  C10 1.090
58 H -2.8514 6.7793 -7.8191  C19 1.090
59 O -4.2254 6.1449 4.6588  H6 0.957, H76 0.957
60 C -0.4571 0.7022 3.7534  H29 1.090, H31 1.090, O75 1.438, H94 1.090
61 H -1.1491 10.0079 -3.8398  C38 1.090
62 C -5.7285 1.7182 -17.0346  H40 1.090, O54 1.419, H55 1.090, H56 1.090
63 H -3.6519 5.2503 -17.1284  C93 1.090
64 H -3.4228 13.9761 -6.3299  C49 1.090
65 H -1.2446 1.9805 -0.3580  C52 1.090
66 H -5.7719 4.4224 -15.2881  N68 1.010
67 O -5.9124 16.6587 -3.9302  C34 1.494, C97 1.391
68 N -5.3760 4.9399 -16.0598  C46 1.460, H66 1.010, C93 1.467
69 H -3.4249 16.4923 -6.8416  N5 1.010
70 H -0.1984 9.1126 -2.6056  C38 1.090
71 N -2.9266 3.0200 0.6031  C52 1.547, H72 1.010, C79 1.428
72 H -2.7932 3.6175 -0.2002  N71 1.010
73 H -6.3435 17.1196 -1.9745  C97 1.090
74 C -3.7412 3.1271 -16.8183  H51 1.090, O54 1.448, C93 1.574, H102 1.090
75 O -0.8009 1.7317 2.8107  C60 1.438, C81 1.407
76 H -3.9619 5.8408 3.7903  O59 0.957
77 O -1.5982 6.0590 -6.3649  C2 1.429, C19 1.436
78 H -4.9379 4.5886 -18.0768  C93 1.090
79 C -4.0719 2.2650 0.2063  H28 1.090, H32 1.090, N71 1.428, C86 1.595
80 H -0.4883 0.6605 1.0809  C81 1.090
81 C -1.2747 1.2180 1.5899  C52 1.514, O75 1.407, H80 1.090, H89 1.090
82 H 0.1875 13.1477 -8.3849  C50 1.090
83 C -4.6904 8.7074 -2.4804  H4 1.090, O37 1.394, H85 1.090, H90 1.090
84 O -5.2670 0.8844 -1.4351  C14 1.458, C86 1.402
85 H -5.3919 8.9757 -3.2703  C83 1.090
86 C -4.0823 1.6103 -1.2479  H21 1.090, H23 1.090, C79 1.595, O84 1.402
87 H 0.2442 14.9170 -8.3842  C50 1.090
88 H -0.7489 3.0566 0.9214  C52 1.090
89 H -2.2046 0.6494 1.5925  C81 1.090
90 H -4.9195 7.8133 -1.9007  C83 1.090
91 H -6.3093 2.6917 -1.9248  C14 1.090
92 H 0.2354 9.8779 5.3760  O43 0.957
93 C -4.4464 4.5043 -17.1075  H63 1.090, N68 1.467, C74 1.574, H78 1.090
94 H 0.1659 -0.1016 3.3612  C60 1.090
95 C -9.0230 5.8051 -15.5660  H13 1.090, O17 1.421, H22 1.090, H39 1.090
96 H -4.5033 13.9267 -7.6387  C49 1.090
97 C -5.4937 16.9618 -2.6387  H30 1.090, O67 1.391, H73 1.090, H100 1.090
98 H -4.7832 14.9306 -4.6538  C34 1.090
99 H -7.2613 1.2303 -1.8179  C14 1.090
100 H -5.1078 16.0033 -2.2919  C97 1.090
101 N -0.9932 7.8434 -4.0588  H9 1.010, C35 1.440, C38 1.476
102 H -3.7784 3.0418 -15.7323  C74 1.090

Values from the calculation:
calculated total energy = -52350.50905 eV
SMILES = COCCNCCOC.COCCNCCOC.COCCNCCOC.COCCNCCOC.O.O
energy above the lowest of the compared OMol25 structures with the same formula, charge and spin = 5.961 eV
gap between HOMO and LUMO = 0.3200 Eh
2S+1 = 1
LUMO energy = 0.45 eV